Record 1
{"formula": "C6H10O", "method": "ωB97M-V/def2-TZVPD", "elements": ["C", "C", "C", "C", "C", "C", "O", "H", "H", "H", "H", "H", "H", "H", "H", "H", "H"], "positions_angstrom": [[0.0906, -1.9101, 0.7111], [-0.0012, -0.5645, 0.0821], [-1.3405, 0.1745, -0.0799], [-0.5223, 0.8295, -1.1863], [0.4821, 1.6994, -0.4361], [0.9498, 0.5636, 0.5343], [0.2790, -0.5895, -1.2999], [1.0875, -2.3196, 0.5232], [-0.6526, -2.5803, 0.2662], [-0.0839, -1.8295, 1.7842], [-1.6440, 0.7724, 0.7892], [-2.1664, -0.4276, -0.4552], [-0.5993, 0.4738, -2.1924], [0.0396, 2.5412, 0.1197], [1.2659, 2.0960, -1.0803], [1.9826, 0.2728, 0.3276], [0.8330, 0.7979, 1.5925]], "e_lumo_ev": 1.04, "largest_force_ev_per_a": 3.531, "de_lowest_kj_mol": 228.8, "energy_ev": -8428.8685}

***

Record 2
{"formula": "C5H8O2", "method": "ωB97M-V/def2-TZVPD", "elements": ["C", "C", "O", "C", "C", "C", "O", "H", "H", "H", "H", "H", "H", "H", "H"], "positions_angstrom": [[1.4002, 0.5696, 1.1731], [0.1428, -0.2420, 0.9528], [-1.0091, 0.6386, 1.0590], [-1.4499, 0.2378, -0.2253], [-0.4319, 0.4969, -1.3250], [-0.3040, -0.6978, -0.4403], [-0.2084, -2.0294, -0.7984], [1.4261, 1.4148, 0.4797], [1.3631, 0.9870, 2.1845], [2.3188, -0.0131, 1.0634], [0.0594, -1.0785, 1.6586], [-2.5172, 0.1996, -0.4145], [0.2939, 1.3082, -1.2943], [-0.8458, 0.3043, -2.3140], [-0.2381, -2.0960, -1.7594]], "e_lumo_ev": 0.83, "largest_force_ev_per_a": 0.414, "de_lowest_kj_mol": 250.4, "energy_ev": -9407.2372}

***

Record 3
{"formula": "C6H10O", "method": "ωB97M-V/def2-TZVPD", "elements": ["O", "C", "C", "C", "C", "C", "C", "H", "H", "H", "H", "H", "H", "H", "H", "H", "H"], "positions_angstrom": [[-1.3004, -1.4211, 1.7055], [-0.4611, -0.8671, 0.7879], [-0.1216, -1.5497, -0.3145], [0.5115, -0.8454, -1.4221], [0.8666, 0.4404, -1.3202], [0.9764, 1.1223, 0.0219], [0.1349, 0.4693, 1.1464], [-1.5465, -0.7568, 2.3610], [-0.4951, -2.5576, -0.4537], [0.5455, -1.3519, -2.3829], [1.1647, 1.0074, -2.1959], [2.0334, 1.0839, 0.3196], [0.7286, 2.1854, -0.0653], [0.7789, 0.2968, 2.0186], [-0.6606, 1.1407, 1.4950], [-1.8053, 0.6723, -0.5839], [-1.3497, 0.9311, -1.1174]], "smiles": "OC1=CC=CCC1.[H][H]", "e_lumo_ev": 0.89, "largest_force_ev_per_a": 0.489, "de_lowest_kj_mol": 157.9, "energy_ev": -8429.6034}

***

Record 4
{"formula": "C36H88ClO20P6S", "method": "ωB97M-V/def2-TZVPD", "elements": ["C", "C", "C", "C", "C", "C", "C", "C", "C", "C", "C", "C", "C", "C", "C", "C", "C", "S", "O", "P", "Cl", "C", "C", "C", "C", "C", "O", "C", "O", "C", "P", "O", "H", "H", "H", "H", "H", "H", "H", "H", "H", "H", "H", "H", "H", "H", "H", "H", "H", "H", "H", "H", "H", "H", "H", "H", "H", "H", "H", "H", "H", "H", "H", "H", "H", "H", "H", "H", "H", "H", "H", "H", "H", "H", "H", "H", "H", "H", "H", "H", "H", "H", "H", "H", "C", "O", "P", "O", "O", "C", "O", "C", "H", "H", "H", "H", "H", "H", "H", "H", "H", "C", "O", "P", "O", "O", "C", "O", "C", "H", "H", "H", "H", "H", "H", "H", "H", "H", "C", "O", "P", "O", "O", "C", "O", "C", "H", "H", "H", "H", "H", "H", "H", "H", "H", "C", "O", "P", "O", "O", "C", "O", "C", "H", "H", "H", "H", "H", "H", "H", "H", "H"], "positions_angstrom": [[-6.4901, -1.8793, 2.9042], [-5.1697, -1.8728, 2.1007], [-3.9872, -2.4931, 2.8470], [-4.2488, -3.9259, 3.3610], [-3.0044, -4.8308, 3.2326], [-2.1708, -5.0526, 4.5299], [-2.3568, -4.0040, 5.6147], [-1.4060, -4.1741, 6.8224], [-0.6360, -2.8786, 7.1372], [0.5402, -2.7058, 6.1303], [0.3364, -1.4839, 5.2362], [1.3353, -1.3521, 4.0794], [1.6966, -2.6704, 3.3821], [2.4069, -2.4168, 2.0331], [1.4231, -2.7022, 0.8828], [2.0757, -2.8268, -0.5123], [1.4077, -2.0486, -1.6526], [2.7188, -2.1061, -3.0226], [0.2902, -2.5965, -2.2612], [-1.2124, -1.7860, -1.8580], [-1.5717, -3.1215, -0.0366], [-1.3211, -0.7527, -3.4615], [-2.1338, 0.5331, -3.1999], [-1.7228, 1.6501, -4.1741], [-2.4379, 2.9943, -3.9243], [-2.7223, 3.2801, -2.4664], [-1.5004, 3.5941, -1.7934], [-1.5106, 3.2298, -0.4302], [-0.3087, -0.6073, -0.9735], [1.0149, -0.5630, -1.4379], [2.1571, 0.5459, -0.5528], [3.1687, 1.0853, -1.5107], [-6.5119, -2.6552, 3.6683], [-7.3094, -2.0962, 2.2136], [-6.7075, -0.9110, 3.3549], [-5.3046, -2.3955, 1.1542], [-4.9146, -0.8269, 1.9147], [-3.1313, -2.4907, 2.1710], [-3.6968, -1.8730, 3.7046], [-4.6863, -3.9361, 4.3574], [-5.0037, -4.3552, 2.6911], [-3.3498, -5.8059, 2.8803], [-2.3397, -4.4565, 2.4546], [-1.1168, -5.0168, 4.2334], [-2.3437, -6.0687, 4.8943], [-3.3766, -4.0024, 6.0058], [-2.2053, -3.0060, 5.1973], [-0.6983, -4.9866, 6.6349], [-1.9740, -4.4653, 7.7119], [-0.2519, -2.9472, 8.1562], [-1.3282, -2.0375, 7.0657], [1.4445, -2.6069, 6.7380], [0.6302, -3.6350, 5.5681], [0.4552, -0.6095, 5.8823], [-0.6852, -1.4895, 4.8513], [2.2559, -0.8329, 4.3617], [0.8525, -0.7353, 3.3111], [0.7623, -3.2062, 3.1864], [2.2956, -3.2973, 4.0461], [2.6347, -1.3479, 2.0116], [3.3383, -2.9775, 1.9398], [0.9557, -3.6605, 1.1084], [0.6173, -1.9698, 0.9083], [3.1166, -2.5021, -0.4238], [2.1111, -3.8657, -0.8401], [2.1302, -2.8798, -3.9447], [-2.4484, -1.2089, -1.4653], [-1.8337, -2.8597, -2.5580], [-1.8913, -1.3296, -4.1924], [-0.3561, -0.5133, -3.9193], [-3.1942, 0.3105, -3.3477], [-1.9766, 0.8723, -2.1759], [-0.6437, 1.7844, -4.0816], [-1.9688, 1.3155, -5.1854], [-1.7649, 3.7893, -4.2636], [-3.3604, 3.1201, -4.4941], [-3.3366, 4.1923, -2.4276], [-3.2985, 2.5058, -1.9587], [-0.9623, 3.9636, 0.1667], [-1.0118, 2.2614, -0.3095], [-2.5218, 3.1783, -0.0145], [1.0612, -0.1448, -2.4531], [1.4385, 1.6321, -0.0124], [2.8422, -0.1818, 0.4334], [3.8764, -0.9207, -6.4746], [3.5565, 0.3579, -7.0322], [4.7374, 1.4916, -6.9918], [5.7346, 0.8623, -7.8997], [5.1012, 1.2834, -5.4194], [4.1230, 1.5312, -4.3841], [5.3598, 3.0387, -7.0457], [4.5001, 4.1696, -6.8075], [3.4807, -1.6779, -7.1494], [4.9471, -1.0684, -6.3618], [3.3912, -1.0164, -5.5042], [4.1012, 0.6815, -3.7079], [3.1212, 1.6721, -4.7954], [4.4130, 2.4158, -3.8191], [4.0641, 4.1291, -5.8062], [3.7043, 4.2193, -7.5518], [5.1091, 5.0665, -6.8881], [10.0064, -3.7430, -7.8457], [9.2898, -2.5149, -7.7260], [10.0848, -1.2692, -7.0487], [11.1805, -0.9269, -7.9679], [10.6098, -2.0873, -5.7268], [9.6878, -2.7740, -4.8819], [9.7899, 0.1182, -6.2473], [8.4658, 0.3625, -5.7016], [9.7956, -4.1368, -8.8380], [11.0787, -3.6042, -7.7321], [9.6447, -4.4510, -7.0987], [10.0583, -3.7857, -4.7146], [8.6908, -2.8382, -5.3222], [9.6251, -2.2615, -3.9214], [8.2106, -0.4024, -4.9652], [7.7179, 0.3723, -6.4916], [8.4763, 1.3310, -5.2118], [-8.5881, 5.5981, -3.9831], [-7.8560, 5.5794, -2.7597], [-6.9698, 4.2039, -2.4249], [-6.0524, 4.3108, -3.6015], [-8.2869, 3.2488, -2.7199], [-9.4168, 3.2727, -1.8497], [-6.1392, 2.8534, -1.8318], [-6.1639, 2.6077, -0.4110], [-8.4337, 6.5829, -4.4215], [-8.2455, 4.8350, -4.6759], [-9.6527, 5.4628, -3.7815], [-10.3169, 3.3889, -2.4540], [-9.3726, 4.0972, -1.1345], [-9.4788, 2.3276, -1.3086], [-7.1859, 2.4446, -0.0561], [-5.7157, 3.4386, 0.1363], [-5.5802, 1.7097, -0.2224], [1.1658, 3.8809, 6.7279], [1.0414, 3.5281, 8.1118], [-0.2010, 2.5556, 8.5120], [0.0604, 1.2672, 7.8583], [-1.3318, 3.4511, 7.7228], [-1.5057, 4.8351, 8.0105], [-1.2514, 2.1586, 9.7194], [-1.3105, 2.9545, 10.9181], [2.2207, 3.7970, 6.4772], [0.5872, 3.2234, 6.0847], [0.8467, 4.9134, 6.5850], [-1.5148, 5.3862, 7.0702], [-0.7037, 5.2325, 8.6368], [-2.4639, 4.9841, 8.5109], [-1.5975, 3.9842, 10.6940], [-0.3533, 2.9464, 11.4406], [-2.0646, 2.5143, 11.5647]], "charge": -1, "e_lumo_ev": -0.98, "largest_force_ev_per_a": 8.313, "energy_ev": -158799.0934}

***

Number 1: HOMO-LUMO gap 10.41 eV. Number 2: HOMO-LUMO gap 9.78 eV. Number 3: HOMO-LUMO gap 8.60 eV. Number 4: HOMO-LUMO gap 4.68 eV.